[1]
This record from the OMol25 dataset describes a cluster of 2 separate species, C16H17N in total at a distorted geometry. The level of theory is ωB97M-V/def2-TZVPD.

```
34
Properties=species:S:1:pos:R:3:nbo_charge:R:1
C 1.143 2.038 2.794 -0.627
C 1.042 0.594 2.372 -0.078
C 2.088 -0.273 2.292 -0.038
N 1.652 -1.533 1.905 -0.525
C 0.306 -1.486 1.683 0.144
C -0.609 -2.490 1.375 -0.245
C -1.868 -2.051 1.009 -0.197
C -2.315 -0.732 1.293 -0.247
C -1.438 0.207 1.772 -0.196
C -0.111 -0.193 2.020 -0.100
H 0.189 2.500 2.523 0.213
H 1.937 2.605 2.322 0.221
H 1.228 2.066 3.882 0.220
H 3.156 -0.187 2.450 0.206
H 2.161 -2.394 1.981 0.408
H -0.343 -3.522 1.199 0.212
H -2.554 -2.723 0.515 0.206
H -3.397 -0.672 1.217 0.214
H -1.727 1.248 1.780 0.210
C 0.286 2.396 -1.361 -0.631
C -0.004 1.087 -2.068 -0.001
C 1.074 0.214 -2.238 -0.217
C 0.961 -0.953 -2.987 -0.195
C -0.289 -1.346 -3.444 -0.236
C -1.386 -0.535 -3.215 -0.197
C -1.241 0.683 -2.534 -0.220
H 0.256 3.125 -2.176 0.219
H 1.298 2.463 -0.960 0.215
H -0.420 2.626 -0.564 0.219
H 2.049 0.572 -1.925 0.202
H 1.889 -1.488 -3.127 0.210
H -0.466 -2.318 -3.879 0.212
H -2.400 -0.795 -3.494 0.210
H -2.146 1.266 -2.413 0.208
```

## Properties
- structure (SMILES) = Cc1c[nH]c2ccccc12.Cc1ccccc1
- 2S+1 = 1
- net charge = 0
- relative energy (zero: lowest compared OMol25 entry of this formula, charge and spin) (kJ/mol) = 70.53

[2]
This record from the OMol25 dataset describes a cluster of 2 separate species, C16H17N in total at a distorted geometry. The level of theory is ωB97M-V/def2-TZVPD.

```
34
Properties=species:S:1:pos:R:3:nbo_charge:R:1
C 0.516 2.556 -2.274 -0.650
C -0.421 2.797 -1.092 -0.068
C -1.536 3.578 -1.032 -0.030
N -2.280 3.387 0.200 -0.572
C -1.484 2.474 0.978 0.106
C -1.928 2.028 2.168 -0.206
C -1.137 0.905 2.799 -0.232
C 0.060 0.629 2.123 -0.211
C 0.490 1.032 0.841 -0.226
C -0.367 2.029 0.193 -0.057
H 1.302 3.324 -1.877 0.223
H 0.159 2.896 -3.226 0.237
H 1.140 1.663 -2.076 0.232
H -1.940 4.216 -1.701 0.196
H -2.730 4.210 0.665 0.401
H -2.849 2.413 2.536 0.213
H -1.317 0.447 3.737 0.222
H 0.838 -0.257 2.544 0.211
H 1.459 0.923 0.529 0.210
C 2.536 -2.446 -1.806 -0.627
C 1.376 -2.547 -0.848 0.021
C 0.241 -1.762 -0.841 -0.262
C -0.790 -2.101 -0.051 -0.155
C -0.691 -3.043 0.947 -0.241
C 0.392 -3.832 1.018 -0.210
C 1.411 -3.668 0.068 -0.216
H 2.723 -1.421 -1.707 0.214
H 2.140 -2.611 -2.715 0.214
H 3.470 -3.086 -1.638 0.219
H 0.224 -0.841 -1.380 0.214
H -1.811 -1.447 -0.009 0.212
H -1.585 -3.259 1.459 0.208
H 0.247 -4.786 1.524 0.211
H 2.143 -4.400 -0.058 0.200
```

## Properties
- structure (SMILES) = Cc1c[nH]c2ccccc12.Cc1ccccc1
- 2S+1 = 1
- net charge = 0
- relative energy (zero: lowest compared OMol25 entry of this formula, charge and spin) (kJ/mol) = 355.59

[3]
This record from the OMol25 dataset describes a cluster of 2 separate species, C16H17N3O4S2 in total at a distorted geometry. The level of theory is ωB97M-V/def2-TZVPD.

```
42
Properties=species:S:1:pos:R:3:nbo_charge:R:1
O 5.124 2.625 -0.369 -0.517
C 4.926 1.567 -0.902 0.679
N 5.874 0.829 -1.707 -0.689
C 5.395 -0.501 -2.005 0.684
O 6.031 -1.398 -2.478 -0.502
C 3.917 -0.513 -1.524 -0.151
C 3.603 0.755 -0.842 -0.120
C 2.305 1.060 -0.269 -0.167
C 1.277 0.004 -0.368 -0.232
C 1.519 -1.303 -1.016 0.094
C 0.465 -2.445 -1.095 -0.480
C -0.892 -2.036 -1.788 -0.523
S -1.966 -1.137 -0.563 0.287
C -2.198 0.482 -1.328 0.321
N -2.361 1.605 -0.610 -0.316
N -2.494 2.582 -1.562 -0.274
C -2.386 2.035 -2.782 0.241
O -2.216 0.647 -2.689 -0.431
C 2.869 -1.527 -1.602 -0.142
S 3.310 -3.096 -2.463 -0.024
H 6.252 1.356 -2.500 0.423
H 2.142 2.036 0.234 0.250
H 0.285 0.235 0.099 0.248
H 0.832 -3.376 -1.591 0.255
H 0.211 -2.741 -0.033 0.229
H -0.779 -1.485 -2.753 0.244
H -1.455 -2.984 -2.035 0.233
H -2.430 2.640 -3.714 0.226
H 3.494 -2.768 -3.782 0.153
C -2.666 0.291 4.320 -0.431
C -3.468 1.459 3.778 -0.432
C -3.356 1.248 2.279 -0.068
O -3.245 -0.170 2.067 -0.550
C -3.004 -0.807 3.328 -0.065
H -2.916 0.027 5.348 0.217
H -1.598 0.521 4.275 0.200
H -4.512 1.370 4.092 0.198
H -3.097 2.433 4.099 0.218
H -2.456 1.719 1.879 0.184
H -4.220 1.633 1.735 0.187
H -3.919 -1.334 3.618 0.165
H -2.200 -1.538 3.220 0.180
```

## Properties
- structure (SMILES) = O=C1NC(=O)c2c1ccc(CCSc1nnco1)c2S.C1CCOC1
- 2S+1 = 1
- net charge = 0
- relative energy (zero: lowest compared OMol25 entry of this formula, charge and spin) (kJ/mol) = 377.76

[4]
This record from the OMol25 dataset describes a structure of composition C16H17N3O6SSn at a distorted geometry. The level of theory is ωB97M-V/def2-TZVPD.

```
44
Properties=species:S:1:pos:R:3:nbo_charge:R:1
Sn 8.525 11.168 7.285 1.444
O 8.050 9.584 5.896 -0.588
N 8.965 9.063 5.179 0.219
N 10.088 9.602 5.336 0.172
O 10.219 10.641 6.175 -0.701
C 11.258 9.040 4.640 0.091
C 12.312 9.913 4.493 -0.164
C 13.503 9.476 3.983 -0.213
C 13.698 8.131 3.681 -0.192
C 12.632 7.272 3.864 -0.199
C 11.412 7.721 4.306 -0.214
H 12.193 10.940 4.795 0.232
H 14.332 10.167 3.856 0.223
H 14.635 7.743 3.295 0.224
H 12.759 6.217 3.664 0.222
H 10.584 7.054 4.499 0.238
C 5.465 18.696 4.918 -0.629
C 6.866 18.201 5.108 0.005
C 7.104 17.073 5.884 -0.226
C 8.399 16.602 6.062 -0.133
C 9.461 17.265 5.491 -0.401
C 9.237 18.455 4.806 -0.162
C 7.945 18.907 4.615 -0.223
S 11.096 16.600 5.637 2.343
O 12.046 17.550 5.162 -0.931
O 11.160 16.067 6.976 -0.953
N 11.142 15.305 4.657 -0.879
C 10.345 14.096 5.015 -0.222
C 9.045 13.963 4.233 -0.539
C 8.267 12.758 4.678 0.803
O 7.855 11.892 3.930 -0.619
O 8.099 12.742 5.970 -0.911
H 4.953 18.722 5.859 0.222
H 4.930 17.991 4.279 0.225
H 5.444 19.694 4.460 0.218
H 6.242 16.563 6.321 0.217
H 8.582 15.736 6.716 0.234
H 10.073 19.048 4.422 0.240
H 7.811 19.863 4.102 0.216
H 11.235 15.550 3.673 0.407
H 10.180 14.164 6.101 0.242
H 11.006 13.233 4.825 0.202
H 9.227 13.911 3.154 0.223
H 8.403 14.825 4.452 0.240
```

## Properties
- 2S+1 = 1
- net charge = 0
- relative energy (zero: lowest compared OMol25 entry of this formula, charge and spin) (kJ/mol) = 0.00

[5]
This record from the OMol25 dataset describes a structure of composition C16H17N6O6S4Sc. The level of theory is ωB97M-V/def2-TZVPD.

```
50
Properties=species:S:1:pos:R:3:nbo_charge:R:1
Sc -0.005 0.114 0.023 1.302
N 2.968 0.134 3.651 -0.808
C 2.284 0.119 2.463 0.293
S 0.590 -0.165 2.532 -0.258
N 3.024 0.289 1.395 -0.449
N 2.320 0.201 0.232 -0.259
C 3.013 0.218 -0.841 0.070
C 2.352 -0.007 -2.120 0.165
C 3.055 0.051 -3.313 -0.222
C 2.385 -0.212 -4.495 -0.147
C 1.041 -0.524 -4.441 -0.248
C 0.407 -0.552 -3.208 0.096
N 1.046 -0.313 -2.065 -0.450
H 2.421 0.365 4.464 0.399
H 3.887 0.548 3.604 0.395
H 4.092 0.340 -0.797 0.201
H 4.107 0.303 -3.302 0.224
H 2.907 -0.175 -5.442 0.223
H 0.474 -0.738 -5.336 0.228
H -0.647 -0.773 -3.122 0.238
O -1.682 -0.349 -1.276 -0.983
S -2.766 -0.122 -0.283 2.415
O -3.907 -0.966 -0.418 -0.923
O -2.062 -0.150 1.013 -0.945
C -3.318 1.568 -0.571 -0.241
C -4.684 1.691 -0.762 -0.200
C -5.272 2.924 -1.016 -0.198
C -4.483 4.054 -1.083 -0.193
C -3.111 3.944 -0.891 -0.176
C -2.511 2.723 -0.636 -0.352
S -0.731 2.812 -0.372 2.422
O -0.378 4.194 -0.377 -0.926
O -0.077 1.963 -1.388 -0.965
O -0.500 2.076 0.892 -0.953
H -5.293 0.800 -0.714 0.251
H -6.343 2.984 -1.160 0.221
H -4.917 5.025 -1.280 0.221
H -2.485 4.824 -0.931 0.253
S 0.318 -2.643 -0.215 -0.196
C 0.749 -3.076 1.365 0.381
N 1.991 -3.150 1.837 -0.579
C 2.032 -3.438 3.268 -0.230
C 0.534 -3.464 3.640 -0.228
N -0.113 -3.429 2.329 -0.583
H 2.767 -2.818 1.292 0.430
H 2.573 -2.659 3.802 0.226
H 2.511 -4.400 3.448 0.199
H 0.255 -2.584 4.219 0.220
H 0.265 -4.365 4.187 0.206
H -1.083 -3.190 2.200 0.431
```

## Properties
- 2S+1 = 1
- net charge = 0
- relative energy (zero: lowest compared OMol25 entry of this formula, charge and spin) (kJ/mol) = 0.00

[6]
This record from the OMol25 dataset describes a structure of composition C16H17N8S2Ti at a distorted geometry. The level of theory is ωB97M-V/def2-TZVPD.

```
44
Properties=species:S:1:pos:R:3:lowdin_spin:R:1
Ti -0.019 0.143 0.021 1.175
C 0.182 5.431 -1.302 0.001
S -1.009 4.887 -0.063 0.004
C -0.803 3.151 -0.033 0.014
S 0.425 2.351 -0.992 0.000
N -1.643 2.570 0.767 0.005
N -1.456 1.208 0.853 0.088
C -2.287 0.558 1.651 0.183
C -1.995 -0.816 1.869 0.078
C -2.707 -1.642 2.757 0.025
C -2.273 -2.920 2.986 0.050
C -1.128 -3.392 2.320 0.043
C -0.494 -2.559 1.439 0.039
N -0.899 -1.293 1.199 0.090
H -0.051 6.479 -1.482 0.000
H 0.061 4.869 -2.224 0.000
H 1.201 5.340 -0.936 0.000
H -3.091 1.079 2.156 0.010
H -3.583 -1.248 3.255 0.000
H -2.806 -3.562 3.675 0.002
H -0.756 -4.392 2.489 0.002
H 0.374 -2.889 0.879 0.004
N 2.234 -0.994 -3.223 0.024
C 3.362 -0.569 -2.564 -0.007
C 2.975 -0.286 -1.294 0.014
N 1.630 -0.540 -1.152 0.011
C 1.211 -0.959 -2.343 0.042
C -0.206 -1.183 -2.521 0.025
N -1.024 -0.713 -1.592 0.015
C -2.285 -1.140 -1.929 0.011
C -2.221 -1.865 -3.077 -0.003
N -0.893 -1.889 -3.442 0.016
H 2.181 -1.219 -4.202 0.001
H 4.318 -0.498 -3.051 -0.001
H 3.568 0.089 -0.480 0.001
H -3.147 -0.888 -1.336 0.001
H -2.982 -2.349 -3.660 0.000
H -0.513 -2.386 -4.229 0.001
C 3.098 0.715 3.488 0.004
C 2.092 0.571 2.451 0.021
N 1.304 0.487 1.624 0.009
H 3.237 1.773 3.707 0.000
H 4.041 0.290 3.149 0.001
H 2.775 0.201 4.392 0.001
```

## Properties
- 2S+1 = 3
- net charge = +1
- relative energy (zero: lowest compared OMol25 entry of this formula, charge and spin) (kJ/mol) = 41.90
- ⟨S²⟩ = 2.0203